Entry 1:
C19H66O16 | ωB97M-V/def2-TZVPD

## Properties
HOMO-LUMO gap = 9.81 eV
Highest occupied orbital energy = -9.66 eV
Total charge = 0

```
101
C19H66O16 (ωB97M-V/def2-TZVPD)
O 8.06724 -0.82227 2.99824
H 7.77363 -1.39887 2.29286
H 7.25929 -0.51950 3.41270
O 8.64729 -6.45956 7.64779
H 9.37799 -6.85259 8.12511
H 8.88910 -5.53805 7.55515
O 6.08564 -5.95932 8.34718
H 6.06073 -5.42539 9.14124
H 7.01750 -6.04997 8.14808
O 12.13873 -2.56185 10.12195
H 12.97792 -2.71035 9.68613
H 11.95590 -1.63298 9.98050
O 10.80426 -5.27089 9.55433
H 11.56591 -5.07648 10.10052
H 10.53093 -4.41982 9.21197
O 14.26984 -0.80165 5.20639
H 14.05133 -0.60051 6.11636
H 14.75350 -0.03436 4.90049
O 13.28166 -3.23938 7.13897
H 13.83812 -4.01350 7.05334
H 13.54693 -2.67190 6.41521
C 5.69431 -6.25779 4.32853
C 6.11344 -6.57940 2.85562
O 5.18984 -5.99404 1.95583
O 5.17551 -7.32508 4.98796
H 5.09523 -5.37277 4.54283
H 6.53807 -5.95509 4.94865
H 6.35161 -7.63522 2.72669
H 7.11878 -6.20128 2.67008
H 5.13481 -6.52439 1.15752
H 5.81023 -7.97647 5.29523
C 9.95080 1.44257 7.85152
C 10.69965 2.40116 6.85504
O 11.74975 1.67472 6.20603
O 10.70440 0.66281 8.73751
H 9.43565 0.77739 7.15851
H 9.16610 1.95528 8.40782
H 11.09561 3.22803 7.44462
H 9.95991 2.78118 6.15043
H 11.27798 0.98278 5.73672
H 10.50111 0.85663 9.65550
C 6.17357 -1.13883 9.65521
C 4.88346 -0.35913 9.59531
C 4.62644 0.47570 8.42298
O 3.89676 -1.26570 9.94405
H 6.99054 -0.41829 9.69359
H 6.38634 -1.94019 8.94764
H 6.37967 -1.59661 10.62271
H 4.88165 0.42305 10.35445
H 5.41608 1.22690 8.43972
H 3.67462 1.00001 8.50801
H 4.68686 -0.09155 7.49417
H 3.90119 -1.98768 9.31135
C 12.42755 0.51821 2.53339
C 11.40423 1.53534 2.02922
C 11.09418 1.37854 0.55076
O 10.18537 1.52261 2.80544
H 13.30561 0.44076 1.89222
H 12.03168 -0.49658 2.57332
H 12.72956 0.74930 3.55491
H 11.75094 2.56270 2.14064
H 10.64503 2.28836 0.15251
H 10.53443 0.48190 0.28465
H 12.05644 1.23899 0.05813
H 9.81636 0.65285 2.63527
C 10.29373 -7.57860 4.34123
C 11.64415 -7.12436 3.93527
C 12.05085 -5.82355 4.56149
O 12.62342 -8.12040 4.31777
H 9.55939 -6.78129 4.22660
H 10.38811 -7.79807 5.40473
H 9.94304 -8.42901 3.75649
H 11.76972 -6.98049 2.86213
H 11.78785 -5.81753 5.61927
H 11.62615 -4.93386 4.09655
H 13.12773 -5.68224 4.46948
H 12.62688 -8.21339 5.27325
C 8.26540 -3.01782 6.04415
C 9.76855 -2.95917 6.29580
C 10.58371 -1.87321 5.49425
O 10.05995 -2.71425 7.62687
H 7.88241 -3.96721 6.41840
H 8.14467 -3.13320 4.96702
H 7.64396 -2.22261 6.45594
H 10.14712 -3.97919 6.22998
H 9.95234 -1.23776 4.87322
H 11.21543 -2.47116 4.83738
H 11.27649 -1.34194 6.14686
H 11.01470 -2.66533 7.71443
C 14.04149 0.66941 10.02698
C 14.47123 0.37109 8.65099
C 15.55517 -0.71973 8.84537
O 13.50392 -0.23358 7.83717
H 14.86919 0.73749 10.73293
H 13.29487 -0.10003 10.22354
H 13.71070 1.70685 10.07584
H 14.95986 1.21043 8.15616
H 15.93466 -0.99453 7.86121
H 15.11672 -1.64319 9.22364
H 16.32520 -0.41695 9.55494
H 12.74835 0.35733 7.79796
```

Mulliken atomic charge list, values in e, 99 entries:
1 O -0.5828
2 H 0.2745
3 H 0.2779
4 O -0.6414
5 H 0.2726
6 H 0.3064
7 O -0.6421
8 H 0.2798
9 H 0.3803
10 O -0.6675
11 H 0.3280
12 H 0.1907
13 O -0.6387
14 H 0.2897
15 H 0.2678
16 O -0.6513
17 H 0.2796
18 H 0.3051
19 O -0.4474
20 H 0.2198
21 H 0.2465
22 C 0.1901
23 C -0.3861
24 O -0.5173
25 O -0.5560
26 H 0.3180
27 H -0.2405
28 H 0.3291
29 H 0.2556
30 H 0.2964
31 H 0.3278
32 C -0.3995
33 C -0.6612
34 O -0.4029
35 O -0.2650
36 H 0.1586
37 H 0.5270
38 H 0.3713
39 H 0.3381
40 H 0.1379
41 H 0.2275
42 C -1.0736
43 C 0.5905
44 C -1.2815
45 O -0.5585
46 H 0.2469
47 H 0.2213
48 H 0.3842
49 H 0.2204
50 H 0.2960
51 H 0.3218
52 H 0.3020
53 H 0.3459
54 C -0.9408
55 C 0.4289
56 C -1.3545
57 O -0.5027
58 H 0.4499
59 H 0.2512
60 H 0.0618
61 H 0.2971
62 H 0.3330
63 H 0.3442
64 H 0.3657
65 H 0.3002
66 C -0.8595
67 C 0.1218
68 C -0.9715
69 O -0.5795
70 H 0.1497
71 H 0.2251
72 H 0.3241
73 H 0.3392
74 H 0.1833
75 H 0.3276
76 H 0.3877
77 H 0.3521
78 C -1.0399
79 C 1.5413
80 C 0.1235
81 O -0.3140
82 H -0.0836
83 H 0.3486
84 H 0.2571
85 H -0.2546
86 H 0.2652
87 H 0.1397
88 H -0.6978
89 H -0.1115
90 C -0.8969
91 C 0.4121
92 C -1.3368
93 O -0.0153
94 H 0.4586
95 H -0.0830
96 H 0.3078
97 H 0.3131
98 H 0.3734
99 H 0.1547


Entry 2:
C35H62BrO8 | ωB97M-V/def2-TZVPD

## Properties
HOMO-LUMO gap = 4.06 eV
Highest occupied orbital energy = -2.19 eV
Total charge = -1

```
106
C35H62BrO8 (ωB97M-V/def2-TZVPD)
C -4.19908 2.19198 2.13022
C -3.58734 0.87951 1.29471
O -2.18601 0.63375 1.70678
C -1.44031 -0.07925 0.62238
C 0.17356 0.27825 0.87021
O 0.22912 1.73293 1.08133
C 1.50539 2.31689 0.64122
C 1.65903 3.90326 1.14847
C 2.41481 3.93124 2.64020
C 1.49359 3.17137 3.77713
C 1.68155 1.51826 3.94725
C 0.75461 0.70171 5.03067
C -0.32717 1.56841 5.90682
C -1.31275 0.78324 6.98536
C -0.51763 3.21127 5.79697
C 0.41081 4.02396 4.70329
C 0.14430 4.54137 1.24535
Br -0.75563 4.49946 -0.58529
C 0.14350 6.15910 1.67068
C -1.31141 6.64617 2.28878
H -4.36885 3.13097 1.42565
H -3.43586 2.46481 2.98484
H -5.24841 1.83059 2.55637
H -4.24825 -0.04928 1.57821
H -3.68216 1.07231 0.12983
H -1.66749 -1.22730 0.67260
H -1.68554 0.39600 -0.44427
H 0.47716 -0.26793 1.88650
H 0.85371 -0.03246 -0.03514
H 1.51358 2.38935 -0.54984
H 2.40405 1.64898 0.98854
H 3.49582 3.42708 2.58289
H 2.60564 5.03014 3.02777
H 2.49158 0.99491 3.26140
H 0.90079 -0.46038 5.10680
H -2.02934 -0.00235 6.47535
H -2.02495 1.55418 7.54206
H -0.57892 0.23410 7.73953
H -1.30534 3.72578 6.50555
H 0.31119 5.18512 4.57116
H -0.54030 4.02202 2.06838
H 0.32624 6.73590 0.65854
H 0.97731 6.36663 2.46709
H -1.21355 7.48583 3.10157
H -1.95338 7.10612 1.39670
H -1.93553 5.76238 2.77382
C -3.97208 -2.68200 5.24392
C -4.11358 -2.65416 6.74230
O -3.37567 -1.96096 7.44068
C -5.19271 -3.50754 7.35322
H -3.15362 -2.01867 4.94441
H -3.73943 -3.69673 4.91145
H -4.89567 -2.33071 4.77693
H -5.01446 -4.55913 7.11477
H -6.17070 -3.19312 6.98025
H -5.17753 -3.38760 8.44172
C -3.19452 -3.20071 -2.88362
C -3.62098 -1.80535 -2.51345
O -4.08459 -1.55281 -1.40256
C -3.45855 -0.73091 -3.55518
H -3.36946 -3.87069 -2.03503
H -3.78059 -3.55471 -3.73541
H -2.12841 -3.21190 -3.12403
H -4.05643 -0.97483 -4.43695
H -2.40425 -0.63201 -3.82557
H -3.80729 0.22437 -3.14865
C -3.22420 1.21506 -6.85096
C -3.29464 -0.10540 -7.57024
O -3.42027 -1.16239 -6.95400
C -3.20511 -0.08264 -9.07273
H -3.30156 1.04492 -5.77177
H -2.26853 1.70192 -7.06071
H -4.05379 1.85372 -7.16467
H -2.24853 0.34640 -9.38152
H -4.03378 0.49820 -9.48548
H -3.26980 -1.10666 -9.45566
C 3.37223 -1.29166 -2.10999
C 2.26969 -1.32284 -3.13438
O 1.26846 -2.01897 -2.97401
C 2.43968 -0.46953 -4.36278
H 3.11339 -1.95538 -1.27808
H 4.30591 -1.64042 -2.55826
H 3.49149 -0.27640 -1.72330
H 3.33184 -0.78167 -4.91151
H 2.51742 0.58235 -4.07655
H 1.56730 -0.59224 -5.01342
C 7.00325 -2.30762 -6.13373
C 5.49993 -2.34021 -6.20371
O 4.83330 -1.31190 -6.09897
C 4.84371 -3.67970 -6.40651
H 7.33723 -1.27520 -5.98489
H 7.34921 -2.91203 -5.29150
H 7.42692 -2.68076 -7.06956
H 5.09342 -4.34531 -5.57640
H 5.17113 -4.11405 -7.35445
H 3.75662 -3.55032 -6.43712
C 6.11137 -3.17190 1.67574
C 4.70959 -3.46957 1.21493
O 4.20068 -2.85426 0.27942
C 3.95439 -4.54905 1.94322
H 6.53363 -2.37122 1.05915
H 6.09777 -2.84117 2.71726
H 6.73515 -4.06277 1.56729
H 3.84463 -4.27968 2.99672
H 4.48202 -5.50128 1.84675
H 2.95723 -4.65461 1.50280
```

Mulliken atomic charge list, values in e, 99 entries:
1 C -0.8500
2 C 0.0520
3 O -0.1599
4 C -0.2975
5 C -0.2918
6 O 0.3071
7 C -0.5693
8 C -0.8122
9 C -0.8856
10 C 0.4634
11 C -0.3630
12 C -0.3945
13 C 0.7503
14 C -0.7339
15 C -0.7960
16 C -0.2616
17 C 0.1081
18 Br -0.3229
19 C -0.4754
20 C -0.8982
21 H 0.2362
22 H 0.1836
23 H 0.2773
24 H 0.1820
25 H 0.0358
26 H 0.1941
27 H 0.1336
28 H 0.1188
29 H 0.0700
30 H 0.2143
31 H 0.2613
32 H 0.3584
33 H 0.3250
34 H 0.2212
35 H 0.2293
36 H 0.0448
37 H 0.2420
38 H 0.2354
39 H 0.1386
40 H 0.2386
41 H 0.1658
42 H 0.4523
43 H 0.1255
44 H 0.2742
45 H 0.2715
46 H 0.1891
47 C -0.9019
48 C 0.8183
49 O -0.5141
50 C -1.1337
51 H 0.1632
52 H 0.3288
53 H 0.3101
54 H 0.3131
55 H 0.3155
56 H 0.3036
57 C -1.0748
58 C 0.7193
59 O -0.5782
60 C -1.0186
61 H 0.3115
62 H 0.3387
63 H 0.2534
64 H 0.3511
65 H 0.3401
66 H 0.3508
67 C -0.8025
68 C 0.8957
69 O -0.5329
70 C -1.1972
71 H 0.0720
72 H 0.3170
73 H 0.3240
74 H 0.3217
75 H 0.3130
76 H 0.3084
77 C -1.0283
78 C 0.9974
79 O -0.6307
80 C -0.7420
81 H 0.2901
82 H 0.3439
83 H 0.3275
84 H 0.0156
85 H 0.3275
86 H 0.2535
87 C -1.1588
88 C 0.8864
89 O -0.6175
90 C -1.1371
91 H 0.2950
92 H 0.3309
93 H 0.3494
94 H 0.3278
95 H 0.3652
96 H 0.2874
97 C -1.0939
98 C 0.7366
99 O -0.5276


Entry 3:
C12H13BrCl3N3O2PSiW | ωB97M-V/def2-TZVPD

## Properties
HOMO-LUMO gap (alpha / beta) = 7.07 / 7.14 eV
Highest occupied orbital energy (alpha / beta) = -12.12 / -12.26 eV
Total charge = +1

```
37
C12H13BrCl3N3O2PSiW (ωB97M-V/def2-TZVPD)
W -0.23907 -0.23183 1.17499
Br 1.38670 -2.43743 0.92900
C 1.38927 -2.29639 -0.99111
C 2.61801 -2.36421 -1.60997
C 2.66082 -2.32835 -3.00116
C 1.48976 -2.27166 -3.73561
C 0.26293 -2.22309 -3.09031
C 0.19267 -2.20948 -1.69979
C -1.16943 -2.07832 -1.11523
O -2.16036 -2.58298 -1.50616
O -1.24120 -1.15109 -0.05490
H 3.53226 -2.43424 -1.03850
H 3.62390 -2.35228 -3.49233
H 1.52509 -2.26347 -4.81604
H -0.66071 -2.18256 -3.65206
N 5.14307 -0.07861 -1.37428
C 4.45882 0.56715 -0.70974
N 3.67004 1.31154 0.06090
C 2.50568 1.02390 0.35078
N 1.36626 0.85410 0.64876
C -1.42429 2.68047 -0.48065
P -1.67427 1.77617 1.06768
C -3.44170 1.40228 1.12663
C -1.33988 2.96084 2.38928
H -2.05463 3.57012 -0.50644
H -1.67943 2.04096 -1.32607
H -0.37804 2.97395 -0.56313
H -4.01601 2.31915 0.98933
H -3.68931 0.95866 2.08973
H -3.69543 0.69662 0.33560
H -1.95581 3.84947 2.24758
H -0.28741 3.24311 2.37318
H -1.56794 2.50788 3.35328
Cl -2.46426 -0.06737 4.48233
Si -0.96969 -0.90563 3.38655
Cl 0.77095 0.39636 3.51614
Cl -0.48737 -2.67373 4.24172
```

Taken from the Mulliken analysis, the atomic charges in e are:
1 W 1.0801
2 Br -0.1057
3 C 0.2917
4 C -0.7201
5 C -0.5134
6 C -0.6634
7 C -0.5711
8 C 0.7558
9 C 0.5049
10 O -0.4542
11 O -0.4366
12 H 0.5842
13 H 0.4250
14 H 0.4243
15 H 0.4804
16 N -0.4336
17 C 0.4649
18 N -0.5417
19 C 0.7338
20 N -0.5327
21 C -1.2736
22 P 0.7862
23 C -1.0950
24 C -1.1822
25 H 0.4592
26 H 0.3697
27 H 0.3425
28 H 0.4262
29 H 0.2830
30 H 0.3330
31 H 0.4351
32 H 0.3547
33 H 0.2999
34 Cl -0.2298
35 Si 0.3543
36 Cl -0.2169
37 Cl -0.2192


no.,electronic energy (eV),largest force on an atom (eV/A)
1,-53530.64335,3.5
2,-123708.30117,5.0
3,-147819.87604,0.5